The following is a quantum chemistry calculation of 3 unconnected molecules or ions with the total composition C2H2NO4P, from OMol25.

Results
**Calculated total energy**: -21076.3454 eV
**Total charge**: -2
**Energy relative to the best compared isomer or geometry (same formula, charge and spin)**: 0.398 eV
**Frontier orbital gap**: 7.8305 eV
**LUMO level**: 6.06 eV

```
10
Properties=species:S:1:pos:R:3:forces:R:3:lowdin_charge:R:1
C 0.77515 0.75169 -2.51754 3.2 2.6 1.4 -0.70
C 0.09990 -2.05525 -1.59027 1.0 -0.6 0.6 -0.05
N 0.82906 1.82699 -3.25569 -0.7 0.6 -0.8 -0.06
O -3.13787 -0.18937 4.71347 -1.0 0.0 -0.5 -0.64
O 1.14193 -2.13532 -1.11622 -0.9 0.2 -0.5 -0.04
O -0.19223 0.06322 -2.28168 -1.9 -1.9 -0.2 -0.18
O -1.00117 -0.31579 5.97574 1.1 0.0 0.8 -0.65
P -1.89416 -0.96035 4.97897 -0.2 0.0 -0.1 0.29
H 1.76690 0.58973 -1.87960 -1.0 -0.4 -0.6 0.10
H 1.61249 2.42445 -3.02718 0.5 -0.5 0.0 -0.06
```
Forces are in eV/Å.